[1]
DFT (the ωB97M-V functional and the def2-TZVPD basis) results for C8H6N2O in the gas phase at a distorted geometry.

Computed properties:
**SMILES string**: c1ccc(-c2ncco2)nc1

Bonds (Å) are listed after each position.
Cartesian coordinates (Å):
1 C -3.24 -0.10 -0.03  C2 1.522, C11 1.371, H12 1.250
2 C -2.53 1.20 0.31  C1 1.522, C3 1.376, H13 1.173
3 C -1.16 1.09 0.31  C2 1.376, C4 1.426, H14 1.289
4 C -0.40 -0.08 0.02  C3 1.426, C5 1.427, N10 1.326
5 C 1.03 -0.15 0.06  C4 1.427, N6 1.272, O9 1.424
6 N 1.80 -0.85 0.80  C5 1.272, C7 1.401
7 C 3.09 -0.49 0.39  N6 1.401, C8 1.335, H15 1.010
8 C 3.06 0.53 -0.47  C7 1.335, O9 1.372, H16 0.898
9 O 1.74 0.82 -0.70  C5 1.424, C8 1.372
10 N -1.08 -1.15 -0.34  C4 1.326, C11 1.323
11 C -2.40 -1.13 -0.38  C1 1.371, N10 1.323, H17 1.019
12 H -4.48 -0.04 -0.02  C1 1.250
13 H -3.10 2.13 0.75  C2 1.173
14 H -0.54 2.10 0.81  C3 1.289
15 H 3.77 -1.01 0.93  C7 1.010
16 H 3.61 1.09 -0.90  C8 0.898
17 H -2.90 -2.01 -0.53  C11 1.019

Results of the natural (NBO) charge analysis, in e, for atoms 1 through 4: C -0.2152; C -0.1990; C -0.2115; C 0.1119

***

[2]
DFT (the ωB97M-V functional and the def2-TZVPD basis) results for C8H6N2O2 in the gas phase at a distorted geometry.

Computed properties:
**SMILES string**: CC(=O)c1nc2ncccc2o1

Bonds (Å) are listed after each position.
Cartesian coordinates (Å):
1 C -3.29 1.19 -0.48  C2 1.442, H13 1.102, H14 1.094, H15 1.205
2 C -2.12 0.87 -1.25  C1 1.442, O3 1.243, C4 1.526
3 O -2.18 0.58 -2.45  C2 1.243
4 C -0.86 0.46 -0.49  C2 1.526, N5 1.350, O12 1.224
5 N -0.79 0.46 0.86  C4 1.350, C6 1.356
6 C 0.47 -0.01 1.05  N5 1.356, N7 1.340, C11 1.413
7 N 1.08 -0.23 2.22  C6 1.340, C8 1.372
8 C 2.31 -0.80 2.02  N7 1.372, C9 1.505, H16 1.067
9 C 2.93 -1.12 0.69  C8 1.505, C10 1.346, H17 1.053
10 C 2.26 -1.01 -0.47  C9 1.346, C11 1.415, H18 1.055
11 C 0.98 -0.49 -0.18  C6 1.413, C10 1.415, O12 1.336
12 O 0.05 -0.11 -1.06  C4 1.224, C11 1.336
13 H -3.66 0.40 0.20  C1 1.102
14 H -4.11 1.20 -1.20  C1 1.094
15 H -3.10 2.30 -0.06  C1 1.205
16 H 2.97 -1.05 2.83  C8 1.067
17 H 3.88 -1.58 0.75  C9 1.053
18 H 2.84 -1.17 -1.34  C10 1.055

Results of the natural (NBO) charge analysis, in e, for atoms 1 through 4: C -0.7193; C 0.5119; O -0.4994; C 0.4200

***

[3]
DFT (the ωB97M-V functional and the def2-TZVPD basis) results for C8H6N2OS2 in the gas phase at a distorted geometry.

Computed properties:
**SMILES string**: O=C(Cc1nccs1)c1nccs1

Bonds (Å) are listed after each position.
Cartesian coordinates (Å):
1 O 1.31 2.97 -0.15  C2 1.293
2 C 0.89 1.75 -0.27  O1 1.293, C3 1.570, C9 1.437
3 C -0.52 1.48 -0.91  C2 1.570, C4 1.437, H14 1.086, H15 1.159
4 C -1.29 0.67 -0.01  C3 1.437, N5 1.316, S8 1.759
5 N -1.38 0.72 1.31  C4 1.316, C6 1.330
6 C -2.37 -0.10 1.64  N5 1.330, C7 1.427, H16 1.031
7 C -3.02 -0.91 0.67  C6 1.427, S8 1.746, H17 1.023
8 S -2.36 -0.42 -0.87  C4 1.759, C7 1.746
9 C 1.56 0.49 -0.11  C2 1.437, N10 1.368, S13 1.863
10 N 1.25 -0.45 -1.06  C9 1.368, C11 1.424
11 C 2.04 -1.62 -0.88  N10 1.424, C12 1.358, H18 1.163
12 C 3.02 -1.47 0.05  C11 1.358, S13 1.712, H19 1.242
13 S 3.03 0.01 0.92  C9 1.863, C12 1.712
14 H -0.36 0.99 -1.87  C3 1.086
15 H -0.87 2.58 -0.94  C3 1.159
16 H -2.54 -0.28 2.64  C6 1.031
17 H -3.75 -1.61 0.83  C7 1.023
18 H 1.72 -2.43 -1.65  C11 1.163
19 H 3.64 -2.37 0.65  C12 1.242

Results of the natural (NBO) charge analysis, in e, for atoms 1 through 4: O -0.5102; C 0.5333; C -0.5645; C 0.0814

***

[4]
DFT (the ωB97M-V functional and the def2-TZVPD basis) results for 2 unconnected molecules or ions with the total composition C8H6N5O6S at a distorted geometry.

Computed properties:
**Charge**: -1

Bonds (Å) are listed after each position.
Cartesian coordinates (Å):
1 N -1.82 4.20 -3.07  C2 1.162
2 C -1.74 3.32 -2.30  N1 1.162, C3 1.392
3 C -1.70 2.27 -1.39  C2 1.392, C4 1.374, C15 1.426
4 C -1.85 0.97 -1.79  C3 1.374, C5 1.407, H16 1.078
5 C -1.91 -0.09 -0.87  C4 1.407, N6 1.447, C9 1.376
6 N -2.14 -1.44 -1.34  C5 1.447, O7 1.236, O8 1.236
7 O -2.18 -1.65 -2.56  N6 1.236
8 O -2.30 -2.34 -0.51  N6 1.236
9 C -1.81 0.14 0.48  C5 1.376, C10 1.388, H17 1.079
10 C -1.65 1.46 0.90  C9 1.388, N11 1.384, C15 1.388
11 N -1.60 2.11 2.12  C10 1.384, O12 1.254, O13 1.349
12 O -1.62 1.48 3.20  N11 1.254
13 O -1.53 3.45 2.00  N11 1.349, N14 1.323
14 N -1.55 3.68 0.70  O13 1.323, C15 1.349
15 C -1.60 2.52 0.01  C3 1.426, C10 1.388, N14 1.349
16 H -1.96 0.74 -2.84  C4 1.078
17 H -1.94 -0.66 1.19  C9 1.079
18 C 4.43 -2.78 0.80  S19 1.825, H23 1.086, H24 1.087, H25 1.086
19 S 3.03 -1.76 0.25  C18 1.825, N20 1.634, O21 1.484, O22 1.485
20 N 2.02 -2.21 1.45  S19 1.634, H26 0.970
21 O 3.48 -0.35 0.38  S19 1.484
22 O 2.66 -2.30 -1.09  S19 1.485
23 H 5.28 -2.61 0.15  C18 1.086
24 H 4.70 -2.53 1.82  C18 1.087
25 H 4.16 -3.83 0.76  C18 1.086
26 H 1.15 -1.79 1.57  N20 0.970

Results of the natural (NBO) charge analysis, in e, for atoms 1 through 4: N -0.2708; C 0.2719; C -0.1802; C -0.0889

***

[5]
DFT (the ωB97M-V functional and the def2-TZVPD basis) results for C8H6O2S in the gas phase at a distorted geometry.

Bonds (Å) are listed after each position.
Cartesian coordinates (Å):
1 C 0.17 0.87 1.97  C2 1.442, C3 1.337, H12 1.080
2 C 0.02 -0.57 1.98  C1 1.442, C4 1.343, H13 1.122
3 C 0.38 1.62 0.88  C1 1.337, C5 1.402, H14 1.062
4 C -0.19 -1.18 0.80  C2 1.343, C6 1.442, H15 1.076
5 C -0.05 1.07 -0.34  C3 1.402, C6 1.523, S11 1.867, H16 1.032
6 C -0.22 -0.44 -0.44  C4 1.442, C5 1.523, C8 1.505, S11 1.865
7 C 0.94 -0.75 -2.52  C8 1.323, O9 1.170
8 C 0.22 -1.32 -1.57  C6 1.505, C7 1.323, H17 1.185
9 O 1.57 -0.24 -3.37  C7 1.170
10 O -2.20 0.94 -1.77  S11 1.477
11 S -1.83 0.50 -0.41  C5 1.867, C6 1.865, O10 1.477
12 H 0.53 1.29 2.89  C1 1.080
13 H 0.02 -1.20 2.91  C2 1.122
14 H 0.61 2.64 1.03  C3 1.062
15 H -0.27 -2.23 0.58  C4 1.076
16 H 0.18 1.49 -1.25  C5 1.032
17 H 0.12 -2.49 -1.39  C8 1.185

Results of the natural (NBO) charge analysis, in e, for atoms 1 through 4: C -0.2277; C -0.2236; C -0.1822; C -0.1615

***

[6]
DFT (the ωB97M-V functional and the def2-TZVPD basis) results for a gas-phase ion, C8H6S2 (charge -2) at a distorted geometry.

Computed properties:
**Charge**: -2
**SMILES string**: C=c1cc([S-])c(=C)cc1[S-]

Bonds (Å) are listed after each position.
Cartesian coordinates (Å):
1 C -2.60 -1.00 0.37  C2 1.350, H11 1.087, H12 1.053
2 C -1.35 -0.58 0.12  C1 1.350, C3 1.474, C9 1.455
3 C -0.95 0.75 0.63  C2 1.474, C4 1.383, H13 1.073
4 C 0.32 1.29 0.54  C3 1.383, S5 1.691, C6 1.487
5 S 0.69 2.78 1.25  C4 1.691
6 C 1.39 0.52 -0.13  C4 1.487, C7 1.310, C8 1.388
7 C 2.61 0.98 -0.07  C6 1.310, H14 1.147, H15 1.058
8 C 0.95 -0.66 -0.73  C6 1.388, C9 1.404, H16 1.076
9 C -0.30 -1.29 -0.59  C2 1.455, C8 1.404, S10 1.726
10 S -0.69 -2.85 -1.22  C9 1.726
11 H -3.20 -1.82 -0.02  C1 1.087
12 H -3.09 -0.33 1.02  C1 1.053
13 H -1.82 1.24 1.03  C3 1.073
14 H 3.07 1.91 0.43  C7 1.147
15 H 3.25 0.50 -0.77  C7 1.058
16 H 1.77 -1.21 -1.17  C8 1.076

Results of the natural (NBO) charge analysis, in e, for atoms 1 through 4: C -0.4658; C -0.0479; C -0.3139; C -0.1363

***

no.,E_HOMO (eV)
1,-9.315
2,-9.276
3,-8.824
4,-3.687
5,-7.994
6,0.722